1.
{"formula": "C4H14N2O2", "method": "wB97M-V/def2-TZVPD", "symbols": ["H", "H", "H", "C", "H", "H", "H", "H", "C", "C", "H", "H", "H", "C", "N", "O", "H", "H", "H", "N", "H", "O"], "coordinates": [[-2.0557, -0.5594, -0.6560], [1.6052, -1.7213, 0.2157], [3.0099, -0.2731, 1.6423], [-1.8949, 0.4011, -0.1595], [-0.7836, 0.2827, -1.8456], [1.0944, -1.9009, 1.9134], [-1.5480, 1.8396, -1.6253], [-0.6489, -1.5944, -2.7251], [1.9506, -0.0717, 1.4724], [1.1065, -1.2083, 1.0412], [-0.3081, -1.1555, -0.4652], [1.5075, 0.4358, 2.3432], [1.5896, 1.1973, 0.5692], [-0.9301, 0.1552, 0.9895], [-0.2045, -1.0368, 0.5789], [1.4803, 1.7448, -0.2558], [-0.1812, 0.9541, 1.0640], [0.7750, 1.2673, -0.7621], [-2.8331, 0.9321, 0.0629], [-1.0285, 1.1017, -1.1646], [-1.5021, 0.0695, 1.9205], [-0.5594, -1.2466, -1.8391]], "forces_ev_per_a": [[-0.8346, -0.0089, 0.4855], [0.2168, -0.4731, 0.2352], [-0.0502, 0.2263, -0.5033], [1.1165, 1.0289, -0.9201], [-0.4381, 0.9797, 0.6668], [0.5475, 0.3372, 0.4605], [0.1369, -0.0177, -0.0810], [0.2289, -0.3150, 0.0623], [-0.6712, -1.9178, 3.1776], [-0.4442, 0.5370, -3.3774], [0.0617, -1.4127, -0.8285], [0.3069, 0.7356, -0.5872], [-0.1300, 0.8706, -0.6700], [-0.8888, -0.9466, 0.1737], [0.4968, 1.1601, 2.3452], [0.8802, -0.4756, 0.3821], [-0.5511, 0.3788, 0.3128], [-0.5998, 0.3808, 0.0460], [0.5207, -0.1288, 0.1646], [-0.5699, -0.2048, -0.9200], [0.4722, -0.2773, 0.3863], [0.1928, -0.4566, -1.0109]], "energy_ev": -11443.1581}

=====

2.
{"formula": "C20H56N2O13S", "method": "wB97M-V/def2-TZVPD", "symbols": ["H", "H", "H", "C", "H", "C", "H", "C", "O", "H", "H", "H", "C", "H", "H", "O", "O", "H", "C", "H", "C", "H", "H", "H", "C", "O", "H", "C", "H", "C", "C", "O", "O", "H", "H", "N", "H", "H", "H", "O", "H", "H", "H", "O", "H", "H", "H", "O", "H", "N", "C", "H", "H", "H", "H", "H", "H", "H", "H", "H", "H", "O", "H", "C", "C", "S", "O", "H", "C", "H", "O", "H", "H", "H", "C", "C", "C", "H", "H", "H", "H", "H", "C", "C", "H", "O", "H", "H", "H", "C", "H", "H"], "coordinates": [[-5.5114, -1.5896, 2.2884], [-1.0546, 4.3913, -5.3775], [5.8718, 2.6270, -3.0904], [-2.2706, 0.9376, -0.7226], [0.7350, 1.3040, 2.2097], [3.5688, 3.9363, -6.1630], [-8.0820, 0.8992, -0.7667], [-1.0967, 1.4447, -1.7492], [3.5602, 3.2877, -4.9046], [1.7401, 1.6741, -2.3649], [1.2608, -1.5601, -2.6021], [-2.2404, 3.4962, 5.1343], [5.1104, 2.0543, -2.5551], [2.6503, 3.3345, -4.5651], [6.3421, -3.4244, -3.6806], [0.3581, 0.7849, -3.8792], [1.2399, 1.4910, 3.0194], [-3.9178, -3.0663, 3.0168], [-1.8160, 3.8186, -4.8421], [6.5585, -1.9092, -4.6108], [-10.4073, -1.0747, -0.2198], [-6.3292, 1.1577, -0.9674], [1.6349, 0.8841, 6.8090], [1.3544, -0.3661, -1.1232], [-2.5863, -1.5599, -2.1511], [2.4391, -3.4855, 5.4722], [5.2004, 2.2247, -1.4794], [1.7982, -0.6090, -2.1808], [4.2447, 0.0474, 6.0534], [-1.4235, -1.0787, -3.2029], [-0.7213, 0.3815, -2.9502], [-10.9785, -0.3387, 0.8462], [-1.4405, 1.6929, 5.7185], [-1.0522, -1.7084, -4.1312], [1.7436, -4.1086, 5.7433], [-2.4298, 2.0306, 0.3109], [-0.7644, 2.1901, -4.8106], [3.5631, -5.0215, 4.6912], [-3.5049, -1.3598, 3.3708], [-6.9269, -0.7939, -0.7082], [0.6005, 3.4465, 3.0112], [3.8752, -4.6223, 6.4091], [-0.4522, 3.3959, 5.1219], [5.2741, 0.6755, -2.8312], [6.1620, 0.4258, -2.5235], [3.8462, -5.8910, 0.3843], [3.8960, -7.3695, 1.3797], [-4.7152, -1.6676, 1.7359], [-10.6131, -0.5672, -1.1655], [-0.4788, 2.8061, -1.4838], [3.4573, -6.3735, 1.2844], [-1.7260, 3.9890, -3.7665], [2.1016, 3.1208, 3.9167], [-2.7501, -2.1955, 1.9885], [-1.4652, 1.3653, 4.8034], [3.4035, -4.7282, 2.3086], [-3.8104, -0.8717, -0.1296], [2.1279, 3.1220, 2.1339], [-6.0390, -1.0435, -0.4005], [2.9556, -0.8907, -2.1208], [-1.3322, 3.5066, 6.6687], [3.8066, -5.6058, 2.4215], [4.4579, -3.5394, 5.1180], [3.6526, -4.2128, 5.4207], [-1.3618, 3.1050, 5.6531], [-1.3000, 3.3593, -0.0332], [6.1931, -1.6807, -2.5990], [3.2639, 4.9784, -6.0389], [-7.0906, 0.5850, -0.4320], [2.8839, 3.4236, -6.8429], [2.5931, 0.8456, 6.9694], [2.7421, -0.8981, 5.8878], [-9.3270, -1.1370, -0.0698], [4.1190, 2.3685, -2.8897], [-2.9940, -0.5275, -0.9053], [-3.6631, -2.0973, 2.5802], [1.6035, 0.7479, -3.0967], [7.8447, -2.4790, -3.5151], [-2.8074, 4.1328, -5.1768], [-3.0662, -2.6207, -2.3094], [-7.0006, 0.7554, 0.6436], [4.5805, 3.9015, -6.5738], [6.7643, -2.4167, -3.6650], [1.5327, 2.8761, 3.0167], [2.3698, -6.4612, 1.2228], [-1.6523, 2.4398, -5.1183], [2.5264, 0.7872, -3.8304], [-11.9368, -0.3003, 0.6858], [-10.8296, -2.0824, -0.2354], [3.1643, 0.1096, 5.9034], [5.2349, -1.6422, -2.7594], [2.9585, 0.6171, 4.9577]], "forces_ev_per_a": [[0.3565, -0.0021, -0.4378], [-0.0806, 0.2820, 0.0567], [-0.1830, 0.2481, 0.0472], [2.0039, 2.2243, -0.3701], [0.2904, 0.0038, 0.4493], [-0.2198, 0.0494, -0.0304], [0.1426, -0.1301, 0.0431], [-0.5513, -0.4460, 0.3219], [-0.3998, -0.0787, 0.3209], [-0.7292, -1.7937, -1.6214], [0.8905, 2.0058, 0.6431], [0.0528, 0.2668, 0.0408], [-0.0121, -0.0006, 0.1275], [0.4900, -0.0567, -0.1403], [0.1730, -0.0890, -0.2010], [-1.3387, -1.1795, 3.3165], [-0.3534, -0.3837, -0.2632], [0.2226, 0.0005, 0.0855], [0.1244, -0.1993, 0.0417], [0.1268, -0.1466, -0.1403], [-0.0750, -0.0501, -0.0605], [-0.0891, 0.2307, 0.0803], [0.5011, -0.0007, 0.1318], [1.0021, -0.7830, -1.9194], [1.6382, 4.6015, 1.3940], [-0.7033, 0.0095, 0.0943], [-0.0058, 0.2202, 0.0495], [0.2145, 0.0601, 0.0285], [-0.1556, 0.0712, 0.0895], [-0.1181, 3.9335, 3.0438], [-1.5223, -1.7347, -0.1947], [-0.5748, 0.2314, 0.2290], [-0.0356, -0.4366, -0.2969], [-0.8950, 1.5049, 2.2427], [0.3679, 0.4470, -0.1628], [1.9968, -1.9222, -3.7682], [-0.4115, -0.0742, -0.1632], [0.3045, -0.0218, 0.1077], [0.1949, -0.1316, 0.0701], [0.3221, -0.4389, 0.0567], [0.1147, 0.2642, -0.0022], [0.2531, -0.0572, -0.0492], [-0.0363, 0.2534, 0.0663], [0.1897, 0.1284, 0.0864], [-0.5740, -0.2625, -0.2434], [-0.0742, -0.2052, -0.1615], [-0.0357, 0.2010, 0.0689], [-0.6798, 0.1705, -0.0892], [0.1450, -0.1735, -0.1673], [-3.8558, -4.7678, 1.3935], [-0.0829, 0.1626, -0.0655], [-0.0346, 0.2674, 0.0173], [-0.0943, -0.1391, -0.1054], [-0.1896, 0.0494, 0.0100], [0.1056, 0.1005, 0.5458], [0.2779, -0.4377, 0.1621], [1.9258, 0.8604, -1.6596], [0.0354, 0.2608, 0.0670], [-0.4982, 0.0200, -0.1421], [-2.5265, 0.9702, 0.0507], [-0.0104, -0.1586, -0.1391], [-0.1028, 0.4492, 0.1466], [-0.1901, -0.0211, 0.0574], [-0.0231, -0.3437, 0.0197], [0.0018, -0.0543, -0.1936], [-1.0999, -4.6732, -2.5046], [-0.1990, -0.3617, 0.2184], [0.0508, 0.0587, -0.2590], [0.2250, 0.0275, 0.0427], [0.0728, 0.1546, -0.2105], [-0.4986, 0.3062, 0.2747], [0.1855, -0.0698, -0.2264], [-0.2074, 0.0213, 0.0101], [0.3523, -0.0973, 0.0554], [1.7439, -0.9239, -2.7373], [0.0381, -0.0403, 0.2425], [2.6750, -0.4422, 0.7729], [-0.1861, 0.0417, 0.0541], [0.1424, -0.1084, 0.0146], [0.8854, 2.5032, 0.6191], [-0.0647, 0.2790, -0.0094], [-0.1430, -0.0487, 0.1610], [-0.1714, -0.0227, -0.0310], [-0.0509, 0.0047, -0.1861], [0.0010, -0.1729, -0.2149], [0.2384, -0.1382, -0.0067], [-2.1858, -0.0051, 1.0897], [0.5745, 0.0372, 0.1930], [0.1484, -0.0917, -0.2100], [-0.2172, -0.1054, -0.1616], [0.5606, 0.2326, 0.1515], [0.1281, -0.1936, -0.1575]], "energy_ev": -62064.8208}

=====

| no. | LUMO energy (eV) | E_HOMO (eV) |
| --- | --- | --- |
| 1 | -3.44 | -8.07 |
| 2 | -1.98 | -8.62 |